C65H61N12O4RbTe as an isolated structure, computed with ωB97M-V/def2-TZVPD.

Geometry (Å):
C -1.97 -0.09 -2.78
H -3.56 -1.03 -6.33
C 3.09 -4.14 0.00
H 2.28 -6.00 3.59
H 0.95 -1.99 3.19
H -5.58 -2.43 -6.57
H -5.78 -1.50 3.84
H -1.04 0.48 -2.75
N 1.26 -0.38 -2.18
H 1.34 5.74 0.06
C 0.93 0.16 -7.48
C -3.67 -1.24 -1.72
C -2.48 4.14 -3.53
C 4.90 -4.26 4.89
N -4.44 6.33 3.11
O 1.14 -2.80 0.38
H 6.36 -2.90 -2.80
C 0.19 -2.34 -4.31
C -2.76 3.48 2.16
H 3.50 -0.15 -4.62
C -1.41 3.47 4.52
C 1.69 -0.48 4.58
H -5.85 -2.76 -2.30
H -5.32 6.82 3.08
H 3.68 -0.85 5.45
H 5.41 -4.08 5.82
H 6.16 -2.95 3.76
C 3.50 4.69 2.47
C -1.25 4.33 -2.95
H 2.51 -1.29 2.73
H -2.41 -4.43 -2.39
C -0.69 -3.16 -2.23
N 0.70 3.13 -0.24
C -1.67 -3.85 -2.93
H -0.84 3.40 5.44
C -4.43 -1.33 1.53
C 3.14 -5.34 3.65
C 2.29 2.83 1.52
H 3.75 0.96 -2.94
C -1.73 -3.78 -4.32
C 2.79 -0.96 -6.46
N -2.67 -0.57 3.01
C 4.25 -4.35 -0.74
C 4.65 -3.84 2.53
H -4.92 -0.94 6.11
H 0.21 0.24 -8.28
N 0.94 0.60 4.03
N -2.45 -0.35 -4.02
O -2.90 7.56 4.47
N -2.52 -0.48 -1.69
H -0.50 4.98 -3.40
C 2.82 5.55 1.62
H -3.37 8.00 2.57
C 4.53 -3.64 -1.90
N -3.68 -1.31 0.52
C 3.80 -5.12 4.85
N -1.82 2.83 -1.15
H 3.35 2.26 -1.80
C -4.07 -1.42 -5.45
H -0.82 -2.98 -6.09
H -2.60 6.80 4.98
H -4.39 3.11 -3.33
H -3.28 3.46 1.21
C -0.92 3.66 -1.73
Te 1.64 2.39 -3.81
C 5.81 -3.84 -2.68
H 2.05 1.77 1.51
C 1.82 0.98 -5.38
H -1.18 0.10 4.27
C 2.13 -3.13 -0.35
H 3.63 0.43 4.23
O -5.64 4.43 2.92
H 1.54 -1.84 6.28
H -3.00 4.67 5.31
H 3.53 -1.75 -6.46
H 4.24 5.07 3.16
H 2.99 -0.20 -0.97
C 1.87 -0.87 -7.50
O 2.09 -5.97 1.14
H 0.15 1.85 -6.41
H -5.49 -1.56 1.43
H 1.69 1.01 -0.74
H 1.88 -1.59 -8.31
C -5.85 -2.70 -4.45
H 3.46 -5.60 5.75
C 0.94 -1.06 5.80
H -0.02 2.22 3.43
H -2.73 4.65 -4.45
C 0.91 1.06 -6.43
C -2.21 -0.26 4.22
H 3.01 6.62 1.67
C -2.59 4.18 4.44
Rb -0.67 -0.06 0.81
C -5.20 -2.20 -5.58
C 3.09 -0.01 5.06
C -5.36 -2.39 -3.19
C 1.62 3.69 0.63
H -2.51 -4.31 -4.86
C 3.56 -4.71 2.48
H -3.70 2.01 -1.21
C 1.92 -1.64 3.58
H -2.57 -0.12 6.34
C 2.24 0.42 -1.47
C 5.32 -3.63 3.73
H -2.42 6.51 2.75
N -4.30 -1.64 -0.67
C -3.23 7.10 3.17
C -4.77 -1.15 3.98
C -3.28 4.21 3.23
C -3.01 2.67 -1.73
H 3.71 2.64 3.10
C 2.83 -5.00 1.19
C 1.88 5.07 0.71
H 2.97 0.74 5.85
C -0.79 -3.03 -5.01
H 6.46 -4.55 -2.16
C -3.41 3.29 -2.91
C 3.56 -2.74 -2.33
H 4.95 -5.11 -0.41
C -2.99 -0.38 5.37
C 2.40 -2.51 -1.62
C -4.29 -0.83 5.24
C 2.94 1.43 -2.38
C -3.58 -1.12 -4.18
H 2.44 -2.49 4.05
C 3.22 3.32 2.42
C 0.25 -2.39 -2.92
N 0.26 3.97 -1.15
C 2.77 -0.04 -5.42
C -4.22 -1.61 -3.04
C -0.94 2.80 3.38
H -0.01 -1.49 5.48
C -3.93 -1.01 2.88
C 1.33 -1.64 -2.19
H 0.74 -0.26 6.52
C -4.56 4.96 3.07
N -1.62 2.80 2.23
H -6.73 -3.31 -4.56
H 5.62 -4.24 -3.68
H -0.62 -3.22 -1.15
H 0.93 -1.75 -4.85
H 3.69 -2.22 -3.29
H 4.96 -3.32 1.63
H -1.92 -0.05 -4.82

Output
frontier orbital gap (alpha / beta) = 4.771 / 4.085 eV
energy relative to the best compared isomer or geometry (same formula, charge and spin) = 0.0 kJ/mol
HOMO energy (alpha / beta) = -1.368 / -0.679 eV
charge = -2
DFT total energy = -102413.339 eV
molecular weight = 1287.4 g/mol

=====

C9H26Br2CuN4O3 as an isolated structure at a distorted geometry, computed with ωB97M-V/def2-TZVPD.

Geometry (Å):
H 0.49 -0.50 -2.77
C 2.12 -0.88 -1.30
H -2.96 -1.00 -2.67
H 5.85 0.03 0.15
Br -0.02 -1.54 2.28
N 1.52 0.12 -0.38
O 3.96 -1.01 0.28
H 2.04 0.15 -3.26
H -5.15 1.35 2.40
H -0.72 -4.10 -1.61
H -3.94 1.38 3.66
C 3.56 -0.92 -1.10
O -0.57 1.83 1.72
C -4.19 1.78 2.68
H 1.83 -1.87 -0.95
N -1.43 -3.66 -2.18
H -1.96 -4.19 -2.85
C 0.48 2.77 1.77
H -3.20 2.31 0.84
Cu -0.74 0.13 0.31
H 0.41 3.53 0.99
H -2.97 -2.64 -3.39
H -2.70 -0.40 2.02
C -1.75 2.31 2.37
H 1.72 1.05 -0.72
H 3.97 -0.04 -1.60
N -2.82 0.25 1.26
H -1.61 2.08 3.42
H 2.24 -0.03 0.31
H -1.82 3.40 2.36
H 0.61 3.20 2.77
C 5.38 -0.90 0.47
N -2.68 -1.97 -2.70
H 1.70 -1.57 -3.31
H 5.55 -1.02 1.54
C -3.02 1.65 1.69
O -0.98 -1.61 -1.29
H 3.94 -1.76 -1.68
C 1.57 -0.67 -2.72
H 5.93 -1.60 -0.17
C -1.65 -2.33 -1.99
H 1.43 2.31 1.50
H -3.74 0.04 0.89
H -4.38 2.85 2.67
Br -1.27 1.69 -1.75

Output
frontier orbital gap (alpha / beta) = 9.746 / 4.360 eV
HOMO energy (alpha / beta) = -11.958 / -11.820 eV
charge = +1
2S+1 = 3
DFT total energy = -206575.663 eV
molecular weight = 461.7 g/mol

=====

C6H13NO as an isolated structure at a distorted geometry, computed with ωB97M-V/def2-TZVPD.

Geometry (Å):
H 2.12 -0.88 2.07
N 0.35 0.17 2.16
C -0.58 -1.71 -1.46
C 1.15 -0.77 1.58
H 2.73 -0.47 0.01
C -1.08 0.66 -0.44
O 1.79 1.31 -0.15
H -1.57 -1.89 -1.90
H 0.16 -1.75 -2.27
H -1.79 2.61 -0.77
C -0.54 -0.40 -0.79
H 1.03 1.72 0.32
H 1.65 -0.40 -1.24
H 0.83 1.05 2.36
C -2.19 1.62 -0.53
H -2.73 1.69 0.42
H -2.90 1.34 -1.31
C 1.74 -0.07 -0.20
H -0.34 -2.52 -0.77
H 0.65 -1.69 1.34
H -0.48 0.37 1.58

Output
frontier orbital gap = 8.953 eV
energy relative to the best compared isomer or geometry (same formula, charge and spin) = 564.9 kJ/mol
HOMO energy = -8.085 eV
charge = 0
DFT total energy = -9965.319 eV
molecular weight = 115.2 g/mol

=====

A 5-piece molecular cluster, C20H25F15O10 overall at a distorted geometry, computed with ωB97M-V/def2-TZVPD.

Geometry (Å):
C 1.48 -4.73 3.83
H 2.38 -3.07 -5.09
H -0.55 -5.22 3.43
H -1.52 -1.31 0.10
C 3.97 5.96 -1.17
F -4.33 -0.34 4.21
H 0.30 -4.96 2.02
H -5.58 2.86 -0.36
C -2.43 -0.20 -3.93
F 3.23 1.71 1.18
O 1.76 -0.43 0.78
C -0.89 -0.35 -3.86
C -4.32 -0.25 1.90
H 1.26 -2.06 -3.11
H 2.05 -3.82 3.63
H 0.98 5.44 -4.15
C -3.65 0.17 3.22
H 0.48 -1.92 1.46
C 0.80 -6.13 5.76
H -6.61 1.96 -1.39
C -6.25 2.00 -0.36
H 2.08 -5.59 3.56
C 0.52 -6.08 7.27
F 1.46 -6.83 7.85
H 1.10 5.25 -2.36
C -0.69 -0.61 0.25
C 2.96 5.91 -3.33
O 0.79 -7.19 5.13
H -7.11 2.18 0.28
C 0.63 -1.30 0.57
H 0.73 -3.61 -5.05
F -3.06 -1.33 -3.38
F 3.95 8.13 -0.25
C 1.35 -2.72 -5.16
F 3.58 1.85 -1.00
F -2.96 0.02 -5.16
O 2.47 -0.68 -1.33
O -0.19 0.63 -3.67
H 0.73 -2.01 -0.26
F -2.42 -0.36 3.27
F -3.58 1.52 3.33
H -0.91 0.14 1.01
C 0.98 -1.68 -4.09
H 1.20 -2.21 -6.11
H -6.22 -0.10 -0.22
H 3.12 6.52 -4.22
H -4.57 0.57 -0.58
H 1.61 -0.82 -4.31
F -0.65 -6.62 7.61
C 4.15 6.83 0.09
O -5.06 0.72 1.35
C 3.54 1.04 0.03
H 1.06 6.82 -3.07
H 3.46 4.96 -3.52
C 1.44 5.81 -3.23
O 1.13 -4.95 5.20
O 3.46 6.62 -2.22
O -4.18 -1.34 1.35
C -5.51 0.71 -0.05
O 4.16 4.77 -1.14
F 4.71 0.46 0.26
F 5.37 6.66 0.60
F -2.78 0.78 -3.16
O -0.42 -1.50 -4.18
H -0.67 -0.08 -0.70
F 0.53 -4.88 7.75
F 3.45 6.44 1.11
C 2.51 -0.08 -0.29
C 0.22 -4.57 3.03
H -0.03 -3.50 3.01

Output
frontier orbital gap = 11.647 eV
energy relative to the best compared isomer or geometry (same formula, charge and spin) = 238.4 kJ/mol
HOMO energy = -11.242 eV
charge = 0
DFT total energy = -82382.334 eV
molecular weight = 710.4 g/mol

=====

A 2-piece molecular cluster, C12H22ClN2O3S overall at a distorted geometry, computed with ωB97M-V/def2-TZVPD.

Geometry (Å):
H -4.02 0.96 -0.64
C 1.88 1.34 -2.15
C -1.13 3.46 -1.37
O 1.11 -2.30 2.89
H -1.25 3.72 -2.42
H -0.20 -4.76 3.77
C -1.34 -1.34 3.17
H 1.62 -1.55 0.70
H -1.08 -1.08 4.19
H 0.66 2.67 -3.33
H -1.16 -0.49 2.51
C 0.41 1.90 -0.07
H 4.12 0.12 -1.24
N 2.13 0.78 -0.98
H 3.57 -2.22 -1.48
C 0.04 2.54 -1.27
N 1.40 1.07 0.10
H -0.17 2.11 0.82
H 2.60 -2.98 0.53
H -2.50 1.52 -2.56
Cl 2.88 0.93 -3.48
C 1.97 -2.28 -0.02
H -3.66 2.88 -2.62
H 1.02 -3.35 -1.35
C 3.21 -0.21 -0.76
C 2.73 -1.60 -1.17
C -0.77 -3.84 3.91
H -2.20 2.03 -0.11
H -1.84 -4.06 3.82
H 2.02 -1.48 -1.99
C -3.19 2.13 -1.98
H -0.92 4.38 -0.82
H -2.38 -1.64 3.11
C -2.43 2.80 -0.84
H -3.05 3.53 -0.33
H 3.39 -0.17 0.31
O -4.25 1.33 -1.50
O 0.81 -2.96 -0.50
C 0.84 2.24 -2.36
H -0.55 -3.41 4.88
S -0.30 -2.70 2.61

Output
frontier orbital gap = 6.454 eV
energy relative to the best compared isomer or geometry (same formula, charge and spin) = 0.0 kJ/mol
HOMO energy = -11.160 eV
charge = +1
DFT total energy = -45272.650 eV
molecular weight = 309.8 g/mol

=====

A 4-piece molecular cluster, C15H28NO10 overall, computed with ωB97M-V/def2-TZVPD.

Geometry (Å):
C 1.49 1.92 -1.26
O 2.25 -1.43 3.35
H 4.04 3.70 -1.44
O -4.09 1.85 -0.87
O 3.45 0.54 -1.55
H -1.27 -1.60 1.40
H 6.48 -2.39 4.07
H -0.33 1.09 1.93
C -2.40 0.04 0.81
O -3.29 0.64 -2.59
O -5.46 1.09 -2.48
H 1.19 1.68 -2.28
H -2.69 -0.04 -0.23
H -3.30 -0.17 -4.51
H -6.16 -0.83 -5.17
O 5.01 2.01 -2.14
O 4.18 -0.88 4.30
H 3.55 -1.94 1.81
H 3.35 2.96 -2.90
C -0.05 0.05 1.80
H -5.14 1.40 -4.48
C 2.99 1.82 -1.09
H -0.68 -0.85 0.07
C -6.39 -0.33 -4.23
O 2.38 0.45 4.56
H -6.60 -1.08 -3.47
H 1.14 2.93 -1.01
N -1.09 -0.68 0.98
O 5.44 -0.20 -2.32
C 4.71 0.69 -2.04
H -4.04 -1.17 -3.24
O -4.41 0.60 2.02
C 3.81 2.76 -1.93
C 4.36 -2.23 3.82
H 5.99 -1.65 2.55
H 0.06 -0.44 2.76
H -2.28 1.10 1.00
H 0.90 0.00 1.29
C -3.53 -0.48 1.71
H -4.59 1.07 1.19
C -5.24 0.56 -3.80
H -7.29 0.26 -4.37
H -3.16 -0.91 2.64
H 5.83 -3.41 2.78
C 2.90 -0.52 4.13
H 0.99 1.22 -0.59
C -4.27 1.25 -1.89
H -4.11 -1.24 1.17
C 3.24 -2.32 2.79
H 3.26 1.90 -0.03
H 4.17 -2.91 4.65
C -3.92 -0.15 -3.62
H 2.84 -3.32 2.68
C 5.75 -2.43 3.27

Output
frontier orbital gap = 10.048 eV
HOMO energy = -13.231 eV
charge = +1
DFT total energy = -37968.436 eV
molecular weight = 382.4 g/mol

=====

A 2-piece molecular cluster, C3H6ClNSi overall at a distorted geometry, computed with ωB97M-V/def2-TZVPD.

Geometry (Å):
H -1.49 -1.26 0.00
H 1.60 -0.31 -1.06
H -2.49 0.09 -0.05
Si -0.36 0.98 -0.31
N -0.34 1.15 -4.18
Cl -0.62 2.90 0.20
H -1.70 -0.26 1.55
C 1.50 0.51 -0.43
C -0.46 1.07 -3.04
C -1.52 -0.23 0.46
H 2.11 0.40 0.52
H 2.04 1.34 -1.12

Output
frontier orbital gap = 9.937 eV
energy relative to the best compared isomer or geometry (same formula, charge and spin) = 223.4 kJ/mol
HOMO energy = -10.529 eV
charge = 0
DFT total energy = -25097.624 eV
molecular weight = 119.6 g/mol

=====

C6H7NO2S as an isolated structure at a distorted geometry, computed with ωB97M-V/def2-TZVPD.

Geometry (Å):
H 1.17 -1.81 1.88
H -1.75 1.93 -1.98
H -1.98 -1.22 0.87
C 2.11 -0.16 1.13
O 2.49 1.84 -0.22
C 1.90 0.76 -0.13
C -2.09 0.21 -0.67
N 0.93 0.21 -0.93
H -0.97 0.22 1.12
C 1.33 -1.21 1.11
O 0.11 -2.17 -1.11
C -1.40 -0.51 0.45
H 2.84 0.19 2.00
H -2.78 -0.41 -1.32
H -0.72 1.86 -0.71
S 0.26 -1.02 -0.29
C -1.46 1.30 -1.21

Output
frontier orbital gap (alpha / beta) = 5.142 / 4.618 eV
energy relative to the best compared isomer or geometry (same formula, charge and spin) = 165.9 kJ/mol
HOMO energy (alpha / beta) = -5.518 / -9.159 eV
charge = 0
2S+1 = 3
DFT total energy = -22747.087 eV
molecular weight = 157.2 g/mol